No. 1
{"formula": "C14H14BeFN", "method": "wB97M-V/def2-TZVPD", "elements": ["C", "H", "C", "C", "H", "H", "C", "F", "H", "H", "H", "C", "H", "C", "H", "Be", "C", "C", "N", "C", "H", "H", "H", "C", "H", "H", "C", "H", "C", "C", "C"], "positions_angstrom": [[1.213, -1.273, -2.353], [-1.510, 1.044, -1.842], [-0.845, -0.224, 3.897], [0.368, 2.207, -1.395], [1.332, -0.716, 4.198], [2.323, -2.108, -0.632], [-0.866, -1.935, -1.605], [-1.117, -0.411, 5.236], [0.161, 3.002, -3.262], [-0.671, -0.647, -3.451], [-1.964, -1.965, -1.453], [0.118, -2.403, -0.693], [1.986, -0.693, -2.847], [-0.992, 1.638, -1.047], [-2.338, 0.477, 0.974], [0.310, 0.257, -0.319], [-1.900, 0.087, 3.031], [0.858, 2.626, -2.599], [1.317, 1.466, -0.615], [0.531, -0.353, 3.549], [1.870, -0.244, 1.815], [1.912, 2.380, -2.757], [-2.934, 0.073, 3.318], [-0.252, 0.084, 1.362], [-1.632, 2.291, -0.426], [-0.089, -2.898, 0.259], [-0.184, -1.201, -2.627], [2.336, 1.315, -0.430], [0.830, -0.143, 2.197], [-1.561, 0.282, 1.689], [1.392, -2.015, -1.174]], "homo_lumo_gap_ev": 4.8, "total_charge": -2, "e_tot_ha": -711.07342}

***

No. 2
{"formula": "C14H14Br6F4O12", "method": "wB97M-V/def2-TZVPD", "elements": ["H", "F", "H", "H", "H", "O", "C", "C", "H", "Br", "F", "O", "O", "O", "Br", "O", "O", "C", "H", "C", "O", "H", "O", "O", "C", "C", "C", "H", "Br", "H", "C", "C", "H", "C", "H", "H", "C", "Br", "F", "C", "C", "O", "F", "H", "H", "Br", "C", "O", "Br", "O"], "positions_angstrom": [[-12.718, 22.169, -12.272], [-8.810, 27.841, -11.295], [-9.021, 31.196, -8.824], [-9.535, 25.425, -12.713], [-10.423, 26.844, -12.992], [-8.034, 25.176, -17.066], [-13.358, 22.597, -11.500], [-15.994, 25.423, -7.901], [-6.353, 22.731, -11.575], [-6.602, 24.843, -12.999], [-9.897, 31.635, -11.018], [-15.500, 23.437, -11.311], [-5.609, 31.406, -10.291], [-8.970, 25.842, -15.054], [-15.692, 26.504, -6.218], [-12.792, 26.078, -9.961], [-16.398, 21.570, -10.343], [-9.654, 26.762, -10.959], [-9.327, 29.568, -9.144], [-8.312, 23.975, -17.917], [-14.196, 21.591, -11.046], [-9.141, 25.977, -10.404], [-7.714, 31.587, -11.037], [-7.338, 30.315, -9.414], [-6.781, 31.103, -10.257], [-11.724, 26.234, -10.562], [-8.866, 30.823, -10.911], [-14.966, 25.313, -8.245], [-16.210, 23.459, -7.597], [-13.828, 24.613, -11.906], [-8.616, 22.932, -16.846], [-8.750, 24.983, -15.902], [-7.717, 22.493, -16.414], [-15.404, 22.190, -10.760], [-8.797, 30.122, -11.743], [-9.378, 22.204, -17.125], [-8.715, 30.396, -9.498], [-17.201, 26.407, -9.227], [-14.461, 23.344, -13.230], [-10.116, 26.180, -12.183], [-14.276, 23.621, -11.966], [-10.826, 27.044, -10.281], [-9.289, 24.210, -18.730], [-12.906, 22.840, -10.539], [-7.420, 23.663, -18.461], [-7.939, 23.893, -9.966], [-7.234, 23.346, -11.760], [-11.305, 25.574, -11.721], [-8.694, 22.483, -12.777], [-9.150, 23.739, -15.762]], "homo_lumo_gap_ev": [2.9, 7.1], "total_charge": -1, "e_tot_ha": -17288.27092, "s2": 0.754, "multiplicity": 2}

***

No. 3
{"formula": "C14H14CeN2O4", "method": "wB97M-V/def2-TZVPD", "elements": ["C", "C", "C", "C", "C", "O", "H", "H", "O", "H", "C", "H", "N", "H", "N", "C", "Ce", "C", "C", "C", "H", "H", "C", "C", "H", "H", "H", "O", "C", "H", "H", "H", "O", "H", "C"], "positions_angstrom": [[-0.906, 0.861, -4.292], [-0.280, 1.174, 2.755], [0.479, 0.657, -4.544], [-0.012, 0.547, 5.100], [0.294, 2.141, -2.797], [0.161, 0.452, -0.036], [0.806, -2.118, -4.321], [0.095, -2.889, -1.385], [0.205, 0.061, 7.319], [-1.002, -3.065, -2.876], [-1.022, 1.775, -3.205], [0.542, 2.813, -1.973], [-1.497, -0.856, -1.643], [-0.751, 2.463, 4.400], [-0.112, 0.862, 6.489], [1.223, 1.449, -3.623], [-0.062, -0.179, -2.315], [0.173, -0.089, 2.349], [0.919, -2.153, -3.234], [0.455, -0.715, 4.686], [-1.736, 0.383, -4.817], [0.750, -1.462, 5.412], [0.537, -1.031, 3.329], [0.239, -0.454, 0.919], [-2.414, -1.261, -1.421], [-1.953, 2.125, -2.758], [2.311, 1.503, -3.555], [0.417, -1.710, 0.593], [-0.379, 1.486, 4.116], [1.910, -1.943, -2.816], [-0.581, 1.912, 2.022], [0.903, 0.022, -5.324], [-0.530, 1.925, 6.841], [0.893, -2.014, 3.048], [-0.078, -2.672, -2.442]], "homo_lumo_gap_ev": 8.7, "e_tot_ha": -1427.22083, "e_above_lowest_kcal_mol": 43.83}

***

No. 4
{"formula": "C14H14ClNO2Tc", "method": "wB97M-V/def2-TZVPD", "elements": ["C", "C", "H", "H", "C", "H", "C", "C", "H", "Tc", "H", "C", "H", "N", "C", "H", "C", "O", "H", "H", "H", "H", "H", "H", "H", "C", "C", "C", "C", "Cl", "O", "C", "C"], "positions_angstrom": [[-0.333, -1.954, -0.709], [0.990, 0.866, -1.740], [-1.364, 2.306, 6.337], [1.534, -1.546, -1.695], [-0.163, 2.236, -0.273], [0.847, -1.883, 4.791], [0.070, -0.307, 2.768], [-0.883, 1.392, 6.000], [2.091, 2.164, -0.281], [0.076, 0.040, 0.039], [0.597, -1.431, 7.252], [0.369, -0.972, 5.150], [-0.380, -2.930, -0.196], [-1.402, -1.081, 0.042], [1.112, -1.534, -0.687], [-0.692, -2.100, -1.736], [-0.745, 1.124, 4.638], [0.691, -1.293, 2.306], [-0.864, 0.008, -2.710], [1.807, 0.399, -2.283], [-2.211, 1.609, -0.976], [-1.129, 1.821, 3.896], [-0.385, 2.981, 0.484], [-2.077, -1.586, 0.608], [1.687, -2.165, -0.005], [-1.132, 1.504, -1.045], [-0.107, -0.045, 4.222], [-0.417, 0.642, -1.949], [-0.391, 0.469, 6.936], [-0.543, 0.798, 8.609], [-0.481, 0.591, 1.997], [0.228, -0.721, 6.516], [1.146, 1.825, -0.695]], "homo_lumo_gap_ev": [7.6, 7.9], "e_tot_ha": -1287.97694, "e_above_lowest_kcal_mol": 0.00, "s2": 3.767, "multiplicity": 4}

***

No. 5
{"formula": "C14H14F18N5O12S6V", "method": "wB97M-V/def2-TZVPD", "elements": ["O", "C", "F", "H", "N", "C", "F", "C", "S", "C", "C", "O", "S", "H", "N", "S", "F", "O", "H", "F", "F", "H", "H", "F", "C", "F", "O", "F", "C", "H", "S", "H", "O", "F", "O", "V", "F", "C", "F", "O", "H", "F", "N", "O", "O", "N", "F", "H", "O", "C", "S", "F", "O", "C", "C", "H", "S", "H", "H", "N", "F", "H", "F", "F", "F", "H", "C", "C", "O", "C"], "positions_angstrom": [[-0.061, 2.103, 3.292], [-4.707, -3.036, 4.275], [-2.090, -3.049, 0.597], [0.788, 2.157, -4.538], [0.627, -1.549, -0.070], [-3.156, -1.122, 3.454], [3.317, 3.557, 1.489], [2.878, 1.619, -4.547], [1.284, 1.585, 3.267], [-1.013, -3.846, 0.712], [3.286, 2.453, -5.754], [-2.240, 0.578, -3.166], [-2.692, 0.717, -1.806], [4.298, 2.177, -6.048], [-1.278, -0.202, 1.833], [-1.783, 2.556, -0.143], [-4.427, -1.239, -2.300], [0.416, -1.443, -2.661], [-4.112, -3.406, 5.110], [-1.881, 4.896, -1.352], [-1.076, -4.617, 1.888], [2.569, 0.684, -5.014], [-4.421, -2.282, 2.156], [-0.024, 3.968, -1.793], [2.868, -2.142, -1.899], [3.592, -2.335, -0.835], [-3.807, 1.618, -1.704], [-4.033, -0.979, -0.136], [1.234, 0.101, 4.559], [-5.350, -2.263, 4.697], [0.915, -2.323, -1.619], [-3.079, -3.076, 2.775], [3.901, 0.556, 2.719], [3.506, 2.697, -0.384], [2.174, 2.685, 3.627], [0.135, 0.368, 0.250], [-1.926, 3.334, -2.778], [1.425, 1.618, -2.508], [5.155, 2.476, 1.091], [3.561, -0.004, 0.359], [-5.352, -3.892, 4.076], [-0.031, -0.513, 4.485], [1.157, 1.092, -1.473], [0.688, -3.704, -1.899], [1.810, -3.809, 0.550], [1.505, 0.929, 1.587], [2.254, -0.716, 4.145], [1.716, 3.299, -3.732], [0.813, -2.406, 2.227], [3.872, 2.558, 0.912], [0.719, -2.888, 0.832], [1.469, 0.522, 5.778], [-0.502, 2.459, 0.551], [-1.391, 3.760, -1.634], [1.634, 2.219, -3.853], [2.705, 2.290, -6.662], [3.186, 0.859, 1.504], [-3.936, -0.372, 3.319], [3.417, 3.506, -5.505], [-1.519, 0.869, -0.762], [-1.054, -4.660, -0.322], [-2.818, -1.258, 4.481], [3.128, -0.979, -2.487], [-2.602, -1.970, -1.494], [3.197, -3.101, -2.774], [3.706, 1.502, -3.848], [-2.138, -0.536, 2.507], [-3.889, -2.421, 3.097], [-2.995, 2.768, 0.660], [-3.521, -0.994, -1.361]], "homo_lumo_gap_ev": [8.3, 9.1], "e_tot_ha": -6849.02639, "e_above_lowest_kcal_mol": 144.28, "s2": 2.011, "multiplicity": 3}

***

No. 6
{"formula": "C14H14IN5Ni", "method": "wB97M-V/def2-TZVPD", "elements": ["C", "H", "C", "C", "H", "C", "C", "H", "H", "N", "N", "H", "H", "H", "C", "H", "H", "I", "H", "H", "C", "C", "H", "H", "H", "C", "C", "N", "Ni", "C", "N", "N", "C", "C", "C"], "positions_angstrom": [[3.256, 0.855, -0.266], [4.162, 1.366, -0.647], [1.722, -2.205, -0.579], [-3.675, 0.365, -1.713], [-0.418, 3.350, -0.138], [0.462, -3.593, -2.082], [1.647, -3.353, -1.379], [-1.995, 2.292, 0.525], [-4.619, 0.245, -2.234], [0.757, -1.290, -0.534], [-0.540, -1.561, 5.428], [-4.129, 2.275, -0.763], [2.518, -3.998, -1.388], [-2.807, -1.429, -2.508], [0.720, 0.553, 2.806], [2.630, -2.020, 0.001], [3.282, 0.843, 0.840], [1.827, 2.090, -2.186], [-1.479, -2.766, -2.543], [1.023, 4.387, -0.087], [-3.435, 1.456, -0.886], [-0.125, -0.750, 4.675], [0.329, -4.497, -2.667], [3.155, -0.130, -0.700], [0.520, 3.508, 1.442], [-0.542, -2.632, -2.023], [-0.366, -1.474, -1.240], [-1.287, 0.570, -0.317], [1.716, 1.940, 0.137], [-1.455, -0.456, -1.145], [0.334, 0.253, 3.983], [1.144, 1.065, 1.825], [0.563, 3.469, 0.330], [-2.661, -0.579, -1.869], [-2.231, 1.492, -0.174]], "homo_lumo_gap_ev": [6.8, 5.3], "e_tot_ha": -2621.50107, "e_above_lowest_kcal_mol": 5.60, "s2": 2.021, "multiplicity": 3}